Entry from the Open Molecules 2025 dataset: 9 unconnected molecules or ions with the total composition C36H64O18 in a non-equilibrium geometry (ωB97M-V with the def2-TZVPD basis set).

Structure (XYZ):
```
118
Properties=species:S:1:pos:R:3:forces:R:3:lowdin_charge:R:1
C 5.9690 -2.5703 3.0677 -0.416 0.133 0.592 -0.07
C 5.4625 -1.6741 1.9600 0.738 0.127 0.051 -0.23
O 4.3406 -2.2794 1.3213 -0.223 -0.327 0.239 0.00
C 3.6616 -1.5233 0.4572 -0.266 -0.232 -0.049 -0.53
C 2.4896 -2.2390 -0.1476 0.213 -0.353 -0.355 0.04
O 3.9526 -0.3899 0.1919 0.194 0.539 -0.075 0.10
H 5.9648 -3.6287 2.8150 0.245 0.058 -0.271 0.08
H 5.3589 -2.4770 3.9725 -0.078 0.025 -0.174 0.08
H 6.9641 -2.2316 3.3528 0.124 -0.204 -0.091 0.08
H 5.2041 -0.6923 2.3590 -0.171 -0.020 -0.135 0.12
H 6.2515 -1.5203 1.2177 -0.154 0.003 -0.070 0.13
H 2.3162 -3.2241 0.2788 -0.064 0.130 0.256 0.09
H 2.6990 -2.3997 -1.2088 -0.031 0.239 -0.001 0.09
H 1.6193 -1.5949 -0.0738 -0.076 -0.007 -0.028 0.07
C -1.3859 0.9400 6.0503 0.856 0.037 0.050 -0.06
C -2.5918 0.6734 6.9113 -0.639 -0.074 -0.986 -0.23
O -2.4725 1.2664 8.1965 0.078 -0.113 0.531 0.00
C -2.0162 0.5100 9.2149 0.224 -0.333 0.196 -0.52
C -2.0104 1.2712 10.5192 0.112 0.019 -0.536 0.02
O -1.6799 -0.6498 9.1240 -0.276 0.656 -0.284 0.09
H -1.5176 0.6114 5.0190 -0.193 -0.087 0.040 0.06
H -0.4923 0.4470 6.4487 -0.138 -0.071 0.003 0.08
H -1.1383 2.0020 5.9997 -0.235 0.034 0.081 0.09
H -3.4676 1.1358 6.4473 0.064 0.165 0.197 0.13
H -2.8369 -0.3876 6.9642 0.285 -0.065 0.337 0.11
H -1.2044 0.8814 11.1312 -0.149 -0.123 0.193 0.09
H -2.9855 1.1073 10.9764 0.087 0.024 0.226 0.09
H -1.8617 2.3363 10.3621 -0.113 0.026 -0.056 0.08
C -6.3341 -0.6567 -5.9656 0.133 -0.202 0.390 -0.07
C -5.0408 0.0603 -6.2351 0.464 0.052 -0.275 -0.23
O -4.2871 0.1197 -5.0042 -0.480 0.008 -0.021 -0.01
C -3.0335 0.5737 -5.1140 0.544 -0.264 -0.118 -0.54
C -2.3241 0.5685 -3.7838 -0.240 0.227 -0.455 0.03
O -2.5462 0.9053 -6.1642 0.015 0.132 -0.018 0.10
H -6.1021 -1.5681 -5.4085 -0.097 -0.064 -0.173 0.08
H -6.7980 -0.9271 -6.9110 -0.157 0.018 0.011 0.08
H -7.0282 -0.0881 -5.3485 -0.004 0.157 -0.125 0.08
H -4.4487 -0.4792 -6.9794 0.004 -0.020 0.134 0.12
H -5.1537 1.0717 -6.6331 -0.147 -0.009 0.147 0.12
H -3.0854 0.7914 -3.0405 0.305 -0.091 0.334 0.08
H -1.5401 1.3186 -3.8180 -0.101 0.171 0.110 0.07
H -1.8256 -0.3858 -3.6139 -0.238 -0.169 0.029 0.08
C -2.6677 3.3296 -1.1668 0.016 -0.716 -0.447 -0.05
C -1.9659 3.8492 -2.4027 0.280 -0.474 0.114 -0.22
O -2.9217 3.8825 -3.4745 -0.764 0.232 0.131 -0.02
C -2.5501 4.2562 -4.7053 1.040 0.204 -0.215 -0.54
C -3.6861 4.2195 -5.6832 -0.375 -0.460 -0.037 0.03
O -1.4200 4.5776 -4.9993 -0.477 -0.182 0.331 0.10
H -3.5889 3.8810 -0.9899 0.130 0.171 0.274 0.08
H -1.9696 3.3488 -0.3319 -0.153 0.317 0.154 0.07
H -2.9353 2.2752 -1.2911 -0.100 0.091 -0.059 0.06
H -1.5153 4.8071 -2.1538 -0.062 0.192 -0.610 0.11
H -1.1864 3.1576 -2.7282 0.270 0.221 0.219 0.10
H -4.4603 4.9354 -5.4089 0.091 0.108 -0.033 0.09
H -4.1612 3.2345 -5.6882 0.079 0.047 0.191 0.07
H -3.3162 4.3883 -6.6878 0.086 0.257 0.025 0.09
C 1.4365 1.1460 -4.6486 -0.101 0.348 -0.081 -0.04
C 1.7413 1.3754 -3.1735 -0.887 -0.093 -0.305 -0.21
O 3.1056 1.5670 -2.8124 0.085 0.350 0.049 0.00
C 4.0263 0.6323 -3.0471 0.156 -0.479 -0.167 -0.54
C 5.3433 1.0707 -2.5001 0.579 0.591 0.418 0.02
O 3.8411 -0.4194 -3.6189 -0.276 0.234 0.277 0.09
H 1.4205 2.1023 -5.1745 0.112 -0.026 -0.030 0.08
H 0.4237 0.7494 -4.7083 0.019 -0.099 -0.096 0.06
H 2.1018 0.4731 -5.1785 0.089 -0.160 0.243 0.07
H 1.2334 2.3064 -2.9091 0.308 0.059 0.184 0.11
H 1.2818 0.6133 -2.5403 0.349 -0.346 -0.077 0.11
H 6.1593 0.4090 -2.7693 -0.150 -0.177 -0.150 0.09
H 5.2989 1.1377 -1.4108 -0.191 -0.211 -0.020 0.07
H 5.5858 2.0864 -2.8210 -0.111 -0.084 -0.191 0.09
O 0.3946 -2.0415 -3.3852 -0.325 0.650 0.331 0.11
C 0.8991 -3.0384 -3.7997 0.000 -0.503 -0.553 -0.49
C 2.1580 -3.1749 -4.6209 0.159 -0.370 0.127 -0.06
C 2.3658 -4.6945 -4.7841 0.426 0.390 0.596 -0.13
C 1.1668 -5.3267 -4.0615 -0.423 -0.158 -0.324 -0.14
O 0.3553 -4.2522 -3.5540 0.214 -0.053 0.187 0.02
H 2.0977 -2.6571 -5.5750 -0.291 0.160 0.084 0.13
H 2.9364 -2.6671 -4.0481 0.115 -0.082 -0.158 0.10
H 2.4497 -5.0073 -5.8193 -0.137 0.019 -0.072 0.11
H 3.2960 -4.9658 -4.2843 -0.045 -0.187 -0.096 0.11
H 0.5247 -5.9155 -4.7188 0.083 0.099 -0.108 0.12
H 1.4295 -5.9842 -3.2334 0.158 0.208 0.104 0.12
O 0.2980 -4.4382 8.0379 0.249 -0.286 0.345 0.13
C -0.2487 -4.0480 7.0577 -0.140 0.545 -0.097 -0.48
C -0.8371 -2.6665 6.8294 -0.314 -0.172 -0.565 -0.07
C -1.3348 -2.6950 5.3813 0.352 0.181 -0.540 -0.16
C -1.0997 -4.1509 4.9050 -0.602 0.291 0.582 -0.14
O -0.4383 -4.8368 5.9736 0.193 -0.001 -0.277 0.02
H -1.6075 -2.4845 7.5732 -0.021 -0.031 0.039 0.11
H -0.0885 -1.8921 6.9631 0.153 -0.117 0.243 0.12
H -2.3606 -2.3690 5.2059 -0.095 -0.209 0.361 0.11
H -0.7419 -2.0118 4.7679 0.125 -0.075 0.109 0.09
H -2.0484 -4.6656 4.7530 0.055 -0.044 -0.212 0.12
H -0.4964 -4.1988 4.0029 0.105 -0.151 0.008 0.12
O -1.2053 1.3299 2.3767 -0.056 0.003 0.030 0.12
C -1.3410 0.4468 1.5798 0.046 0.114 0.120 -0.47
C -1.8010 -0.9738 1.8197 0.370 -0.463 -0.248 -0.06
C -1.3287 -1.6972 0.5666 0.152 -0.042 -0.609 -0.13
C -1.2427 -0.5707 -0.4802 -0.628 -1.070 -0.129 -0.15
O -1.0484 0.6218 0.2718 0.143 0.248 -0.153 0.02
H -1.3477 -1.3868 2.7154 -0.069 0.211 0.190 0.10
H -2.8842 -1.0155 1.9306 -0.039 0.168 0.004 0.14
H -0.3220 -2.1079 0.6489 -0.062 -0.042 0.482 0.09
H -1.9678 -2.5203 0.2534 -0.098 0.104 -0.046 0.12
H -0.4374 -0.7534 -1.1824 0.368 0.339 0.028 0.10
H -2.1478 -0.5275 -1.0927 -0.110 0.383 0.262 0.12
O 0.6062 5.0554 -0.8641 -0.373 0.010 -0.085 0.13
C 1.4039 4.5431 -0.1401 0.349 0.010 0.134 -0.47
C 1.4834 3.1031 0.3246 0.398 -0.138 -0.024 -0.06
C 2.9250 2.9674 0.8156 0.175 0.398 0.148 -0.14
C 3.3011 4.4192 1.1520 -0.049 -0.310 0.415 -0.16
O 2.4496 5.2500 0.3604 0.113 -0.005 -0.128 0.03
H 0.7679 2.9135 1.1264 -0.142 0.121 -0.087 0.12
H 1.2459 2.4551 -0.5150 -0.095 -0.078 0.068 0.10
H 3.0475 2.3433 1.6978 -0.093 -0.167 -0.094 0.11
H 3.5963 2.6039 0.0391 -0.172 -0.154 -0.084 0.10
H 3.1297 4.6596 2.2051 -0.084 -0.027 -0.037 0.12
H 4.3477 4.6268 0.9387 -0.078 0.221 -0.216 0.12
```
Positions in Å, forces in eV/Å.

## Properties
- SMILES string: CCOC(C)=O.CCOC(C)=O.CCOC(C)=O.CCOC(C)=O.CCOC(C)=O.O=C1CCCO1.O=C1CCCO1.O=C1CCCO1.O=C1CCCO1
- Multiplicity: 1
- Relative energy (zero: lowest compared OMol25 entry of this formula, charge and spin): 0.0 kJ/mol
- LUMO level: 0.106 eV
- HOMO: -9.865 eV
- Electronic energy: -75227.6552 eV
- Net charge: 0
- Kohn-Sham gap: 9.97 eV